(1)
6 unconnected molecules or ions with the total composition C52H85Cl2I2N2O8. Source: the Open Molecules 2025 dataset; level of theory: ωB97M-V/def2-TZVPD.

```
151
Properties=species:S:1:pos:R:3:lowdin_charge:R:1
I -2.2793 -3.3697 -3.9529 0.84
I -4.7652 -3.7184 -1.5979 0.77
Cl -0.1779 2.0344 0.5139 0.68
Cl 2.3333 3.2111 1.4328 0.63
O -8.5820 -0.2299 -7.3598 -0.16
O -0.6552 -4.6278 7.4506 -0.16
O 12.4198 4.8461 -4.0098 -0.13
O -2.9082 -2.6302 3.3647 -0.19
O 1.1583 4.4383 6.2438 -0.14
O 3.5188 1.0566 -1.9140 -0.09
O -8.9253 0.9069 -2.7484 0.10
O -6.6685 0.9096 -2.5486 -0.08
N -0.1695 -1.1115 -0.7531 -0.05
N 1.6072 -1.1054 -2.7615 0.10
C -2.8251 1.6355 -1.5447 -0.22
C 3.5622 -0.3408 -1.6461 -0.19
C 2.5765 -4.8071 -1.6769 0.09
C -1.1461 -5.9763 7.4642 -0.21
C -8.9793 1.8134 -8.4953 -0.17
C -1.7094 -2.8482 -1.8945 -0.61
C 12.0034 3.4764 -4.0368 -0.21
C 2.4373 -2.5742 1.3519 -0.22
C 11.0582 4.4521 -2.1110 -0.18
C 1.8951 5.5494 6.7717 -0.20
C 1.4796 -4.4982 -1.2216 -0.10
C 2.0460 5.6676 4.4237 -0.19
C -8.3993 1.1885 -7.2405 -0.22
C 2.2022 -1.0712 -1.3522 -0.11
C 3.7074 0.8335 1.0976 -0.11
C 11.5724 3.1227 -2.6252 -0.18
C 1.3942 -1.4039 1.2351 -0.26
C -1.5814 -6.2726 8.8866 -0.17
C 7.3721 1.3684 -2.6836 -0.07
C -5.0920 2.7584 -2.3845 -0.16
C 7.4333 2.4948 -3.6441 -0.06
C -4.3098 2.0694 -1.1762 -0.19
C -7.8675 0.4629 -3.1399 -0.46
C -0.1973 -2.4013 -1.4554 -0.34
C 2.3321 1.4934 0.8369 -0.64
C 1.1884 -0.6556 -0.2161 -0.20
C 6.0779 0.9103 -2.0895 -0.03
C -0.9783 -0.1197 -1.4817 -0.23
C -2.6159 -2.8327 0.5462 -0.16
C 0.5363 -2.1927 -2.8657 -0.13
C 2.8317 6.0150 5.6722 -0.18
C -1.0193 -3.9939 8.6876 -0.21
C -9.4748 -0.4891 -8.4534 -0.20
C -2.8747 -3.5399 4.4753 -0.19
C 3.1677 -2.5725 2.8044 -0.08
C -3.6154 -1.4452 3.7592 -0.20
C -2.3976 0.2629 -0.8133 -0.19
C -6.6365 2.3507 -2.4075 -0.18
C -10.0873 0.8417 -8.8460 -0.17
C -2.7582 -3.0455 -0.9936 -0.73
C 1.3704 4.3703 4.8288 -0.23
C -4.2889 -1.7566 5.0830 -0.16
C 0.0352 -1.5703 2.0652 -0.04
C 0.1844 -3.7539 -0.7152 -0.10
C 12.0152 5.4317 -2.7651 -0.20
C 4.7534 1.5143 -2.4444 -0.21
C -7.6984 -0.6283 -4.2662 0.02
C 6.1116 3.1240 -4.0105 -0.05
C -3.3327 -2.7623 5.6928 -0.17
C 1.2125 0.8523 0.3013 -0.44
C 4.8141 2.6425 -3.4402 0.00
C -2.0191 -4.9067 9.3722 -0.17
H 2.4264 5.2421 7.6743 0.12
H 2.0138 3.5067 4.6267 0.10
H -2.3635 -7.0304 8.9431 0.12
H -3.0299 -4.6911 9.0116 0.11
H -1.3687 -0.4089 -2.5207 0.12
H 3.3559 -5.4720 -2.1332 0.07
H 4.3156 -0.6826 -0.8631 0.11
H 12.9128 5.5781 -2.1553 0.12
H 11.0468 4.5289 -1.0232 0.11
H 2.0711 -3.6308 1.2670 0.09
H -3.5582 -4.3664 4.2519 0.12
H 1.2926 6.4379 4.2331 0.12
H -0.1093 -3.8809 9.2859 0.12
H -8.6872 -1.1014 -4.5032 0.10
H -3.7885 -3.3954 6.4549 0.12
H -7.2260 -0.1027 -5.1513 0.08
H 3.7594 5.4350 5.7006 0.12
H -1.8663 -3.9431 4.5902 0.12
H 3.0880 7.0720 5.7507 0.11
H 1.2536 -0.1775 -3.0363 0.18
H -10.3898 0.8789 -9.8930 0.12
H -2.4830 -2.2409 6.1439 0.11
H 8.3370 0.8642 -2.3863 0.10
H 1.8884 -0.7047 1.9905 0.11
H 3.7972 -3.5010 2.8857 0.08
H 12.4398 2.8079 -2.0373 0.12
H -4.8537 1.1340 -0.8212 0.11
H 3.7592 -0.2830 1.1138 0.05
H -2.3269 0.3906 0.3014 0.08
H -4.3295 -1.1674 2.9802 0.12
H -4.6762 2.5015 -3.4016 0.11
H -4.3101 2.8036 -0.3202 0.11
H -2.0156 -4.8042 10.4577 0.12
H -4.9610 3.8746 -2.2549 0.12
H 2.6630 5.5660 3.5295 0.10
H -0.5557 -4.6084 -0.8886 0.14
H -2.4047 -1.7883 0.8820 0.05
H 3.3255 -2.4774 0.6513 0.10
H 2.4398 -2.4202 3.6462 0.08
H 4.4561 1.2572 0.3510 0.09
H 11.1664 3.3935 -4.7401 0.11
H -10.2243 -1.2218 -8.1481 0.12
H 4.0918 1.1873 2.1103 0.10
H -0.7262 -6.6189 9.4746 0.12
H 8.4175 2.8477 -4.0555 0.09
H 2.2773 -1.3965 -3.4812 0.18
H -1.8726 -3.6021 0.9238 0.08
H -8.9382 1.5218 -6.3463 0.12
H -9.3246 2.8362 -8.3408 0.12
H 12.8223 2.8504 -4.3960 0.12
H -0.3699 -2.6137 2.1097 0.06
H -0.1288 -1.6897 -3.6406 0.06
H -0.4154 0.8222 -1.8097 0.11
H 1.1770 6.3319 7.0389 0.12
H 0.4149 4.2186 4.3216 0.11
H 4.0595 -0.7944 -2.5786 0.15
H 0.1691 -1.3068 3.1696 0.10
H 11.5577 6.4056 -2.9497 0.12
H 6.1738 0.0528 -1.3583 0.10
H -8.8861 -0.9131 -9.2737 0.12
H -3.5814 -3.1242 1.0707 0.06
H -0.3648 -6.6542 7.1149 0.12
H 3.8686 3.1354 -3.7833 0.10
H -5.2603 -2.2284 4.9066 0.12
H -2.0566 2.4480 -1.4507 0.08
H -7.3378 1.4133 -7.1117 0.11
H -2.8831 -0.6370 3.8657 0.12
H -1.4288 -3.0019 8.4853 0.11
H 0.8961 -3.1254 -3.3694 0.12
H 2.5593 -2.1534 -1.2608 0.14
H -2.8537 1.3540 -2.6531 0.11
H 10.8305 2.3226 -2.5944 0.10
H -4.4475 -0.8707 5.6986 0.12
H 6.1588 3.9777 -4.7404 0.10
H -0.7227 -0.7973 1.7194 0.07
H -7.1429 2.8319 -3.2939 0.13
H 0.1595 -3.6965 0.4051 0.09
H -3.2235 -0.4367 -1.1133 0.10
H -7.1348 2.7253 -1.4657 0.13
H -6.9441 -1.4003 -3.9088 0.08
H -10.9675 1.0446 -8.2285 0.12
H 3.9050 -1.7051 2.7608 0.07
H -1.9929 -6.0320 6.7706 0.11
H 10.0403 4.6230 -2.4763 0.11
H -8.2274 1.8225 -9.2904 0.12
```

Orbital gap ... 8.197 eV
Total energy ... -4258.85635 Eh
Net charge ... +1



(2)
C5H13NO in the gas phase. Source: the Open Molecules 2025 dataset; level of theory: ωB97M-V/def2-TZVPD.

```
20
Properties=species:S:1:pos:R:3:lowdin_charge:R:1
O 0.1943 0.2065 -2.6871 -0.08
N 1.8321 0.6305 -0.3889 0.04
C -1.7629 0.1587 0.8780 -0.10
C 0.3303 0.5812 -0.3780 -0.38
C -0.0504 -0.4801 -1.4096 -0.18
C -0.2291 0.3720 1.0494 -0.34
C 0.4292 -0.9089 1.6682 -0.04
H -0.2964 -1.6472 1.9910 0.07
H 0.9293 -1.3894 0.8310 0.06
H 0.4708 -0.4232 -3.3246 0.06
H 1.1506 -0.5275 2.3769 0.07
H 2.0690 0.9063 -1.3346 0.06
H -2.2323 0.2540 1.8639 0.07
H -1.1152 -0.6786 -1.4313 0.10
H 0.5914 -1.3545 -1.3963 0.12
H 2.0984 1.3595 0.2543 0.07
H -0.1694 1.3759 1.4697 0.13
H 0.0433 1.5302 -0.8414 0.14
H -2.2432 0.8871 0.2278 0.08
H -2.0400 -0.8526 0.5817 0.07
```

Orbital gap ... 10.243 eV
Total energy ... -328.26596 Eh
ΔE to the lowest compared entry with this formula, charge and spin ... 33.2 kcal per mole



(3)
A molecular structure, C27H21Cl5N3O3Pt. Source: the Open Molecules 2025 dataset; level of theory: ωB97M-V/def2-TZVPD.

```
60
Properties=species:S:1:pos:R:3:lowdin_charge:R:1
Pt -0.5673 0.3608 0.7515 1.31
Cl 1.0095 -1.8658 3.0178 0.84
Cl -1.1969 -6.2167 0.9172 0.80
Cl -2.6502 -1.4313 -0.9622 0.77
Cl -2.9174 -4.4832 -1.0048 0.74
Cl 0.7202 -4.8864 2.9499 0.74
O -0.3184 1.1576 2.8895 -0.15
O 1.1687 1.6448 4.5079 0.07
O -3.0322 0.9920 0.9985 -0.05
N -0.6310 2.4844 0.3615 -0.06
N -0.0339 0.7261 -1.6893 0.01
N 1.7218 0.9758 1.0825 0.03
C -5.0155 2.2721 0.9524 0.00
C -1.7024 -2.3668 0.1277 -0.68
C -5.0505 -0.2925 0.9469 -0.03
C 2.0172 1.1387 2.3665 -0.22
C 0.8430 1.3304 3.3780 -0.66
C -0.1971 -3.9189 1.8783 -0.71
C -0.7367 3.5474 1.1161 -0.04
C 4.0376 0.9578 0.5572 -0.03
C 1.9876 -1.4310 -3.9771 -0.04
C -0.2883 4.3532 -0.9430 0.00
C 3.4961 -2.9235 -2.8390 -0.07
C 1.8207 -1.7231 -1.6100 -0.07
C -4.2485 0.9753 0.9690 -0.48
C 2.7089 0.9081 0.1842 -0.12
C 0.1573 -0.1860 -2.8044 -0.16
C 3.0503 -2.3228 -4.0056 -0.07
C 1.3593 -1.1234 -2.7749 -0.21
C -0.1294 1.9794 -1.9557 -0.07
C 2.8808 -2.6162 -1.6351 -0.07
C -0.5245 4.7558 0.3364 0.01
C -1.8417 -3.7366 0.0927 -0.70
C -1.0688 -4.5277 0.9669 -0.67
C -0.3495 2.9271 -0.9173 -0.21
C 3.3243 1.1788 2.8275 0.01
C -0.8104 -1.6883 1.0019 -0.29
C 4.3524 1.0782 1.9050 -0.03
C -0.0821 -2.5355 1.8931 -0.66
H -5.3111 -0.5072 -0.0931 0.09
H -0.7375 -0.8129 -2.8447 0.10
H 4.8101 0.9045 -0.1975 0.11
H -5.9769 -0.1804 1.5074 0.09
H 2.4290 0.8170 -0.8550 0.09
H -4.5765 2.9470 0.2175 0.09
H 4.3122 -3.6335 -2.8673 0.11
H 0.1956 0.3857 -3.7376 0.12
H -0.9496 3.4651 2.1730 0.13
H -4.4756 -1.1277 1.3411 0.07
H -6.0730 2.1281 0.7473 0.08
H 3.4978 1.2947 3.8872 0.13
H -4.9034 2.7493 1.9285 0.10
H 3.5332 -2.5474 -4.9476 0.11
H -0.5373 5.7620 0.7225 0.12
H 5.3844 1.1056 2.2297 0.12
H -0.0787 4.9610 -1.8085 0.12
H 1.3558 -1.4811 -0.6730 0.07
H -0.0260 2.3454 -2.9787 0.14
H 1.6432 -0.9770 -4.8990 0.12
H 3.2210 -3.0664 -0.7097 0.11
```

⟨S²⟩ ... 6.07
Orbital gap (spin up / spin down) ... 7.791 / 4.984 eV
Total energy ... -3851.38159 Eh
Net charge ... +1
ΔE to the lowest compared entry with this formula, charge and spin ... 9.1 kcal per mole
Multiplicity ... 5



(4)
A molecular structure, C18H20ClN7OS. Source: the Open Molecules 2025 dataset; level of theory: ωB97M-V/def2-TZVPD.

```
48
Properties=species:S:1:pos:R:3:lowdin_charge:R:1
Cl 4.5763 -0.6236 1.1879 0.58
S -1.0965 -3.7302 0.1362 0.99
O 2.4582 -2.0121 1.8054 0.05
N 0.2125 -2.7642 0.1466 -0.20
N -1.0531 -7.0875 -0.7275 0.12
N 0.4429 3.5844 0.1106 0.16
N -2.3163 -2.7220 0.4605 -0.23
N -4.7320 -0.4734 2.8468 0.14
N 3.2993 2.3898 -1.2228 0.16
N 0.5565 2.0872 -4.8042 0.12
C 1.3247 -6.7435 -1.7300 -0.07
C 2.8102 -1.0812 1.1581 -0.74
C -0.3029 -1.5508 0.3979 -0.33
C -3.3585 -1.9869 4.4565 -0.06
C -0.4245 5.6700 1.4060 -0.06
C -0.0055 -6.9378 -1.1699 -0.30
C 1.9526 -0.1994 0.2553 -0.14
C -0.2594 0.8055 0.7486 -0.06
C 0.4511 -0.3297 0.4801 -0.17
C -1.7476 -1.5048 0.5970 -0.35
C -4.1266 -1.1377 3.5589 -0.26
C 0.0605 4.5044 0.6808 -0.22
C -1.6906 0.8378 0.9470 -0.06
C 3.1840 4.4813 -2.7651 -0.07
C -0.7037 0.7935 -2.9282 -0.06
C 3.2485 3.3138 -1.8993 -0.27
C -2.4551 -0.2871 0.8671 -0.05
C 0.0012 1.5144 -3.9794 -0.28
H 2.2311 0.8425 0.4763 0.08
H 2.1494 -0.3525 -0.8198 0.13
H -2.1640 1.7981 1.1635 0.10
H 0.3928 6.3426 1.6645 0.09
H -1.7595 0.6680 -3.1675 0.09
H -2.2943 -1.7566 4.4030 0.08
H -3.6737 -1.8558 5.4913 0.08
H 4.0430 4.5254 -3.4338 0.08
H -3.5480 -0.2804 0.9945 0.08
H -3.4810 -3.0398 4.2043 0.09
H 3.1694 5.4036 -2.1848 0.08
H -1.1415 6.2349 0.8110 0.09
H -0.9196 5.3811 2.3327 0.09
H 0.2741 1.7640 0.8236 0.05
H 2.0634 -7.3581 -1.2164 0.08
H 1.6423 -5.7042 -1.6425 0.08
H -0.2840 -0.2010 -2.7749 0.08
H 2.2858 4.4636 -3.3828 0.07
H 1.3515 -7.0091 -2.7864 0.08
H -0.6435 1.3232 -1.9769 0.06
```

Orbital gap ... 8.494 eV
Total energy ... -2014.76838 Eh



Sequential largest force on an atom output: 4.083, 3.014, 1.612, 1.757 eV/A